i | C4H10NO2 | wB97M-V/def2-TZVPD

Calculated values
2S+1 = 1
HOMO-LUMO gap = 7.64 eV
highest occupied orbital energy = -3.65 eV
charge = -1

Atoms and positions in Å:
C1 1.01 -0.19 -0.83
O1 -1.67 1.68 -1.41
C2 1.78 -0.53 0.38
C3 -0.24 -0.68 -0.05
C4 -0.85 0.37 0.92
O2 -2.24 0.48 0.78
N1 2.37 -1.65 0.49
H1 0.87 0.86 -1.08
H2 1.29 -0.77 -1.70
H3 2.04 0.28 1.06
H4 -0.27 -1.68 0.37
H5 -1.03 -0.74 -0.82
H6 -0.38 1.32 0.66
H7 -0.64 0.09 1.96
H8 -2.29 0.98 -0.12
H9 2.48 -1.86 1.48
H10 -2.23 2.06 -2.09

Results of the Löwdin charge analysis, in e, for atoms 1 through 8:
1 C -0.153
2 O -0.460
3 C -0.352
4 C -0.217
5 C -0.338
6 O -0.157
7 N 0.035
8 H 0.097


ii | C4H10NO2 | wB97M-V/def2-TZVPD

Calculated values
SMILES string = [O-]CCCNCO
2S+1 = 1
HOMO-LUMO gap = 7.04 eV
highest occupied orbital energy = -2.87 eV
charge = -1

Atoms and positions in Å:
O1 -2.06 0.33 0.12
C1 -1.80 -0.86 0.67
C2 -0.37 -0.97 1.27
C3 0.69 -0.56 0.25
N1 0.40 0.81 -0.21
C4 0.95 1.15 -1.46
O2 1.92 2.19 -1.35
H1 -1.88 -1.76 0.01
H2 -2.49 -1.11 1.52
H3 -0.18 -2.00 1.57
H4 -0.34 -0.30 2.14
H5 1.68 -0.67 0.71
H6 0.56 -1.24 -0.59
H7 -0.64 0.87 -0.15
H8 0.18 1.48 -2.18
H9 1.42 0.29 -1.90
H10 1.96 2.35 -0.41

Results of the Löwdin charge analysis, in e, for atoms 1 through 8:
1 O -0.321
2 C -0.513
3 C -0.221
4 C -0.254
5 N -0.062
6 C -0.355
7 O -0.101
8 H 0.075


iii | C4H10NO2 | wB97M-V/def2-TZVPD

Calculated values
2S+1 = 1
HOMO-LUMO gap = 8.39 eV
highest occupied orbital energy = -4.07 eV
charge = -1

Atoms and positions in Å:
C1 -1.10 0.60 1.12
C2 -0.62 1.62 0.07
C3 0.87 2.03 0.23
H1 -0.35 -0.22 1.15
H2 -2.00 0.12 0.72
H3 -1.21 1.10 2.07
H4 -1.29 2.53 0.07
H5 -0.72 1.14 -0.94
H6 1.24 2.46 -0.73
H7 1.02 2.77 0.97
H8 1.47 1.11 0.35
N1 0.71 -3.14 -1.32
C4 0.30 -1.94 -0.68
O1 1.17 -1.39 0.07
O2 -0.89 -1.49 -0.91
H9 1.48 -3.51 -0.73
H10 -0.05 -3.81 -1.51

Results of the Löwdin charge analysis, in e, for atoms 1 through 8:
1 C -0.154
2 C -0.325
3 C -0.133
4 H 0.050
5 H 0.055
6 H 0.049
7 H 0.089
8 H 0.094


iv | C4H10NO2 | wB97M-V/def2-TZVPD

Calculated values
SMILES string = C[C@@H](O)CNC[O-]
2S+1 = 1
HOMO-LUMO gap = 7.83 eV
highest occupied orbital energy = -3.56 eV
charge = -1

Atoms and positions in Å:
C1 -1.82 1.42 -1.09
C2 -0.91 0.32 -0.53
O1 -0.01 -0.12 -1.48
C3 -0.18 0.80 0.71
N1 0.09 -0.32 1.65
C4 0.99 -1.33 0.93
O2 1.78 -0.80 0.01
H1 -1.35 2.37 -0.97
H2 -2.65 1.49 -0.37
H3 -2.15 1.25 -2.13
H4 -1.55 -0.50 -0.19
H5 0.80 -0.44 -0.97
H6 0.73 1.29 0.32
H7 -0.82 1.51 1.23
H8 0.71 0.13 2.32
H9 1.44 -1.89 1.79
H10 0.25 -2.04 0.51

Results of the Löwdin charge analysis, in e, for atoms 1 through 8:
1 C -0.071
2 C -0.519
3 O -0.095
4 C -0.236
5 N -0.066
6 C -0.494
7 O -0.267
8 H 0.047


Computed relative energies in units of kJ/mol: i 318.4; ii 220.0; iii 0.0; iv 183.0


i | C4H10NO2 | wB97M-V/def2-TZVPD

Calculated values
SMILES string = CO[C@@H](C)N(C)[O-]
2S+1 = 1
HOMO-LUMO gap = 5.63 eV
highest occupied orbital energy = -1.65 eV
charge = -1

Atoms and positions in Å:
C1 -2.00 -0.92 -0.69
O1 -1.34 0.32 -0.27
C2 0.01 0.50 -0.54
C3 0.34 1.76 0.32
N1 0.86 -0.70 -0.32
C4 1.22 -0.92 1.00
O2 2.08 -0.49 -1.03
H1 -2.53 -1.28 0.26
H2 -1.31 -1.64 -1.02
H3 -2.76 -0.60 -1.57
H4 0.37 0.74 -1.62
H5 1.33 1.97 0.06
H6 -0.33 2.54 -0.04
H7 0.30 1.66 1.42
H8 1.98 -0.11 1.39
H9 0.22 -0.83 1.61
H10 1.57 -1.98 1.04

Results of the Löwdin charge analysis, in e, for atoms 1 through 8:
1 C -0.085
2 O -0.203
3 C -0.460
4 C -0.064
5 N -0.374
6 C -0.211
7 O -0.405
8 H 0.084


ii | C4H10NO2 | wB97M-V/def2-TZVPD

Calculated values
SMILES string = N[C@H](CO)CC[O-]
2S+1 = 1
HOMO-LUMO gap = 6.79 eV
highest occupied orbital energy = -2.84 eV
charge = -1

Atoms and positions in Å:
N1 -0.25 -1.10 0.72
C1 -0.32 -0.03 -0.30
C2 -0.42 -0.66 -1.67
O1 -1.61 -1.43 -1.81
C3 0.85 0.95 -0.22
C4 0.91 1.63 1.17
O2 0.93 0.76 2.20
H1 0.58 -1.66 0.53
H2 0.07 -0.58 1.57
H3 -1.24 0.51 -0.09
H4 0.44 -1.33 -1.81
H5 -0.36 0.10 -2.43
H6 -1.80 -1.70 -0.89
H7 1.79 0.42 -0.38
H8 0.70 1.72 -0.99
H9 1.80 2.30 1.13
H10 0.05 2.36 1.17

Results of the Löwdin charge analysis, in e, for atoms 1 through 8:
1 N 0.015
2 C -0.431
3 C -0.268
4 O -0.102
5 C -0.191
6 C -0.524
7 O -0.348
8 H 0.064


Computed relative energies in units of kJ/mol: i 303.4; ii 0.0